A structure of composition C8H22NO2PSn. Source: OMol25; level of theory: wB97M-V/def2-TZVPD.

The net charge is 0. As for the spin multiplicity: 1. Its HOMO energy (alpha / beta) is -4.45 / -4.08 eV. The lowest unoccupied orbital energy (alpha / beta) comes out at 0.48 / 0.58 eV.

Positions of all 35 atoms, in Å:
1 Sn 0.304 -0.376 -0.994
2 H -1.984 2.233 1.887
3 H -2.443 2.797 1.723
4 P -1.260 1.144 -2.676
5 C -0.349 2.457 -3.564
6 H -0.849 2.648 -4.527
7 H -0.336 3.382 -2.972
8 H 0.685 2.143 -3.750
9 C -1.579 -0.038 -4.019
10 H -2.311 -0.783 -3.695
11 H -1.963 0.498 -4.892
12 H -0.656 -0.560 -4.284
13 C -2.910 1.922 -2.479
14 H -2.842 2.837 -1.870
15 H -3.323 2.168 -3.472
16 H -3.584 1.217 -1.971
17 C 1.304 1.830 -0.751
18 O 1.656 2.817 -0.311
19 H -1.229 -0.771 -0.278
20 H 1.551 -1.369 -1.693
21 C 1.884 -2.592 4.024
22 N 1.787 -1.434 3.147
23 C 2.856 -0.450 3.222
24 C 0.902 -1.410 2.146
25 C -0.175 -2.442 2.064
26 O 1.023 -0.477 1.288
27 H 2.757 -2.434 4.660
28 H 2.022 -3.516 3.433
29 H 0.984 -2.690 4.652
30 H 3.457 -0.400 2.307
31 H 2.495 0.553 3.471
32 H 3.504 -0.773 4.037
33 H -1.153 -1.975 2.256
34 H -0.154 -2.917 1.071
35 H -0.069 -3.239 2.810

Atom charges from the Mulliken analysis, given in e for atoms 1 to 8: atom 1 (Sn): 0.353, atom 2 (H): -0.194, atom 3 (H): 0.192, atom 4 (P): 0.589, atom 5 (C): -1.235, atom 6 (H): 0.400, atom 7 (H): 0.346, atom 8 (H): 0.341

---

A cluster of 6 separate species, C8H22O5 in total. Source: OMol25; level of theory: wB97M-V/def2-TZVPD.

The net charge is 0. As for the energy above the lowest of the compared OMol25 structures with the same formula, charge and spin: 184.0 kJ/mol. As for the spin multiplicity: 1. Its HOMO energy is -9.06 eV. The lowest unoccupied orbital energy comes out at 0.17 eV. As for the structure (SMILES): C=C(C)C(=C)/C=C/C.O.O.O.O.O.

Positions of all 35 atoms, in Å:
1 C -2.131 -1.145 1.606
2 C -1.720 0.060 1.236
3 C -1.578 1.128 2.309
4 C -1.590 0.528 -0.160
5 C -2.284 1.506 -0.716
6 C -0.774 -0.424 -1.007
7 C -1.320 -1.060 -2.034
8 C -0.498 -2.128 -2.746
9 H -2.212 -1.665 2.547
10 H -2.337 -1.833 0.780
11 H -0.706 0.946 2.934
12 H -2.490 1.129 2.894
13 H -1.348 2.110 1.898
14 H -2.545 1.756 -1.735
15 H -2.850 2.148 -0.037
16 H 0.281 -0.393 -0.770
17 H -2.265 -0.817 -2.494
18 H 0.566 -1.929 -2.627
19 H -0.801 -2.213 -3.784
20 H -0.725 -3.072 -2.269
21 O 3.428 -2.652 -0.717
22 H 3.697 -2.006 -0.056
23 H 2.578 -2.351 -1.047
24 O 1.007 -0.755 2.141
25 H 0.914 -0.204 1.362
26 H 0.375 -1.475 2.139
27 O 3.445 1.214 2.515
28 H 2.848 1.930 2.752
29 H 3.183 1.035 1.605
30 O 1.351 2.443 0.592
31 H 0.994 3.320 0.737
32 H 1.394 2.210 -0.343
33 O 1.533 1.229 -2.394
34 H 0.635 1.069 -2.711
35 H 1.945 0.359 -2.398

Atom charges from the Mulliken analysis, given in e for atoms 1 to 8: atom 1 (C): -0.952, atom 2 (C): 0.709, atom 3 (C): -1.343, atom 4 (C): 0.472, atom 5 (C): -1.166, atom 6 (C): -0.432, atom 7 (C): 0.012, atom 8 (C): -1.154

---

A cluster of 3 separate species, C8H23BBrIO10P3 in total. Source: OMol25; level of theory: wB97M-V/def2-TZVPD.

The net charge is -1. As for the spin multiplicity: 1. Its HOMO energy is -3.85 eV. The lowest unoccupied orbital energy comes out at -1.95 eV.

Positions of all 47 atoms, in Å:
1 O 9.048 -0.523 -4.172
2 C 8.969 -1.047 -5.190
3 Br 10.321 -2.467 -5.689
4 C 7.917 -0.761 -6.291
5 B 6.672 0.203 -5.807
6 P 5.031 -0.832 -5.533
7 O 5.507 -2.441 -5.155
8 I 3.834 -0.038 -3.527
9 H 7.534 -1.727 -6.688
10 H 8.468 -0.189 -7.073
11 H 6.937 0.887 -4.860
12 H 6.406 0.915 -6.752
13 H 5.245 -3.021 -5.881
14 C 0.681 -2.382 -2.770
15 O -0.633 -1.839 -2.931
16 P -1.155 -0.722 -1.775
17 O 0.111 0.090 -1.713
18 O -1.220 -1.896 -0.621
19 C -2.175 -2.943 -0.803
20 O -2.104 0.308 -0.827
21 C -1.514 0.820 0.362
22 H 0.708 -3.335 -3.301
23 H 1.421 -1.715 -3.211
24 H 0.916 -2.562 -1.721
25 H -1.647 -3.871 -1.023
26 H -2.867 -2.728 -1.619
27 H -2.744 -3.065 0.119
28 H -0.913 1.699 0.127
29 H -0.902 0.071 0.864
30 H -2.322 1.121 1.031
31 C -6.582 2.371 4.276
32 O -5.504 3.260 4.543
33 P -3.975 2.567 4.821
34 O -4.104 1.590 3.672
35 O -4.527 1.950 6.245
36 C -4.795 2.876 7.305
37 O -2.404 2.052 5.207
38 C -2.163 0.650 5.235
39 H -7.507 2.893 4.527
40 H -6.598 2.117 3.217
41 H -6.517 1.465 4.878
42 H -5.872 2.923 7.471
43 H -4.429 3.878 7.075
44 H -4.310 2.522 8.213
45 H -1.959 0.288 4.227
46 H -3.002 0.104 5.666
47 H -1.280 0.482 5.852

Atom charges from the Mulliken analysis, given in e for atoms 1 to 8: atom 1 (O): -0.376, atom 2 (C): 0.492, atom 3 (Br): -0.347, atom 4 (C): -0.583, atom 5 (B): 0.097, atom 6 (P): -0.053, atom 7 (O): -0.529, atom 8 (I): -0.206

---

A structure of composition C8H23BF4N5O4Zn. Source: OMol25; level of theory: wB97M-V/def2-TZVPD.

The net charge is +2. As for the spin multiplicity: 2. Its HOMO energy (alpha / beta) is -16.28 / -16.28 eV. The lowest unoccupied orbital energy (alpha / beta) comes out at -6.56 / -12.42 eV.

Positions of all 46 atoms, in Å:
1 Zn 1.780 6.359 -6.684
2 B 1.862 7.908 -9.521
3 F 3.062 7.458 -9.985
4 F 1.971 9.289 -9.660
5 F 0.796 7.432 -10.327
6 F 1.737 7.548 -8.225
7 C -0.885 5.325 -8.106
8 O -0.145 5.848 -7.252
9 N -1.799 4.407 -8.009
10 N -0.658 5.492 -9.385
11 H -1.991 3.705 -8.710
12 H -1.944 4.231 -7.025
13 H -0.092 6.242 -9.753
14 H -1.286 5.006 -10.010
15 C 3.205 3.978 -7.952
16 O 2.740 5.086 -7.714
17 N 2.791 2.899 -7.342
18 N 4.218 3.712 -8.735
19 H 3.214 1.996 -7.503
20 H 2.176 2.946 -6.542
21 H 4.564 2.764 -8.778
22 H 4.822 4.429 -9.111
23 C 1.254 9.278 -5.828
24 O 1.047 7.858 -5.633
25 C 0.921 7.531 -4.201
26 C 0.879 5.976 -4.086
27 N 1.851 5.280 -4.941
28 C 3.254 5.355 -4.400
29 C 4.075 6.656 -4.760
30 O 3.700 7.024 -6.113
31 C 4.822 7.546 -6.797
32 H 2.152 9.700 -5.375
33 H 0.366 9.820 -5.502
34 H 1.335 9.547 -6.881
35 H 0.033 7.991 -3.768
36 H 1.822 7.961 -3.763
37 H -0.093 5.641 -4.448
38 H 0.848 5.703 -3.031
39 H 1.494 4.355 -4.747
40 H 3.788 4.503 -4.820
41 H 3.328 5.228 -3.320
42 H 5.137 6.436 -4.647
43 H 3.849 7.605 -4.275
44 H 5.250 8.359 -6.211
45 H 4.716 7.940 -7.808
46 H 5.572 6.756 -6.838

Atom charges from the Mulliken analysis, given in e for atoms 1 to 8: atom 1 (Zn): 0.702, atom 2 (B): -0.243, atom 3 (F): -0.378, atom 4 (F): -0.342, atom 5 (F): -0.422, atom 6 (F): 0.064, atom 7 (C): 0.417, atom 8 (O): -0.298

---

A structure of composition C8H24AsN4O3P2S4Ti. Source: OMol25; level of theory: wB97M-V/def2-TZVPD.

The net charge is 0. As for the spin multiplicity: 2. Its HOMO energy (alpha / beta) is -6.94 / -6.99 eV. The lowest unoccupied orbital energy (alpha / beta) comes out at -0.22 / -0.22 eV.

Positions of all 47 atoms, in Å:
1 Ti 0.150 -2.544 -1.142
2 S 1.766 -4.201 -0.672
3 As 0.193 -5.016 -2.065
4 S -1.526 -4.309 -0.895
5 S 0.195 -3.262 -3.446
6 S 0.373 -6.925 -2.782
7 C -2.099 1.036 -1.468
8 N -0.853 0.454 -1.936
9 C -0.803 0.234 -3.393
10 P 0.605 0.506 -1.197
11 O 1.355 -0.769 -1.397
12 O 0.251 0.732 0.362
13 P -0.344 -0.403 1.366
14 O -0.677 -1.622 0.581
15 N -1.658 0.321 1.995
16 C -1.791 1.746 2.245
17 C -2.661 -0.524 2.644
18 N 0.776 -0.700 2.507
19 C 1.912 -1.573 2.179
20 C 1.053 0.289 3.542
21 N 1.506 1.774 -1.666
22 C 2.965 1.726 -1.660
23 C 0.932 3.112 -1.627
24 H -2.920 0.364 -1.725
25 H -2.287 2.006 -1.940
26 H -2.088 1.150 -0.387
27 H -1.524 -0.537 -3.666
28 H 0.182 -0.125 -3.687
29 H -1.025 1.167 -3.918
30 H -1.002 2.300 1.741
31 H -1.747 1.970 3.315
32 H -2.755 2.097 1.867
33 H -2.538 -1.558 2.328
34 H -3.655 -0.190 2.342
35 H -2.579 -0.463 3.732
36 H 1.588 -2.391 1.539
37 H 2.292 -1.997 3.107
38 H 2.713 -1.016 1.684
39 H 0.132 0.763 3.873
40 H 1.752 1.059 3.197
41 H 1.496 -0.219 4.398
42 H 3.294 0.691 -1.708
43 H 3.369 2.201 -0.762
44 H 3.337 2.257 -2.536
45 H -0.156 3.062 -1.663
46 H 1.271 3.682 -2.493
47 H 1.228 3.643 -0.717

Atom charges from the Mulliken analysis, given in e for atoms 1 to 8: atom 1 (Ti): 0.714, atom 2 (S): -0.445, atom 3 (As): 0.242, atom 4 (S): -0.415, atom 5 (S): -0.468, atom 6 (S): -0.452, atom 7 (C): -0.773, atom 8 (N): 0.731

---

A cluster of 14 separate species, C8H24B2O28 in total. Source: OMol25; level of theory: wB97M-V/def2-TZVPD.

The net charge is -2. As for the energy above the lowest of the compared OMol25 structures with the same formula, charge and spin: 39.7 kJ/mol. As for the spin multiplicity: 1. Its HOMO energy is -5.69 eV. The lowest unoccupied orbital energy comes out at 3.86 eV.

Positions of all 62 atoms, in Å:
1 O 0.323 -1.736 3.874
2 C 0.196 -1.311 2.766
3 O 1.026 -0.594 2.033
4 B 0.471 -0.434 0.666
5 O -0.886 -1.023 0.736
6 C -1.074 -1.507 1.949
7 O -2.029 -2.109 2.339
8 O 1.340 -1.094 -0.308
9 C 1.639 -0.286 -1.286
10 O 2.342 -0.535 -2.217
11 C 1.072 1.097 -0.876
12 O 0.391 0.971 0.242
13 O 1.308 2.101 -1.483
14 O -3.082 -2.282 -2.366
15 C -2.500 -1.326 -2.796
16 O -1.891 -1.246 -3.977
17 B -1.466 0.167 -4.147
18 O -1.693 0.816 -2.877
19 C -2.337 -0.010 -2.068
20 O -2.789 0.242 -0.989
21 O -0.045 0.207 -4.593
22 C -0.041 0.324 -5.907
23 O 0.917 0.161 -6.612
24 C -1.460 0.783 -6.354
25 O -2.186 0.848 -5.264
26 O -1.791 1.173 -7.442
27 O 1.255 -0.015 6.696
28 H 1.837 -0.564 6.161
29 H 0.395 -0.476 6.675
30 O -1.293 -1.157 6.071
31 H -0.887 -1.477 5.240
32 H -2.241 -1.198 5.912
33 O -1.098 3.656 -1.137
34 H -0.232 3.220 -1.106
35 H -1.667 3.029 -1.596
36 O -0.652 2.487 3.140
37 H 0.217 2.248 3.486
38 H -0.469 3.033 2.362
39 O 2.274 2.545 -4.081
40 H 2.178 1.616 -4.327
41 H 2.351 2.529 -3.113
42 O 1.148 5.401 -2.870
43 H 1.116 4.483 -2.575
44 H 1.403 5.344 -3.796
45 O 0.482 -4.108 5.927
46 H -0.316 -3.810 5.476
47 H 1.192 -3.627 5.490
48 O -4.606 -1.043 1.066
49 H -4.260 -0.143 0.993
50 H -3.818 -1.593 1.163
51 O 1.551 -4.128 0.876
52 H 1.161 -3.422 0.346
53 H 0.874 -4.813 0.907
54 O 4.743 -2.169 -2.335
55 H 4.502 -3.088 -2.484
56 H 3.890 -1.704 -2.252
57 O -2.892 1.562 1.476
58 H -2.146 1.499 2.087
59 H -2.592 1.138 0.645
60 O 3.792 0.754 2.321
61 H 2.850 0.631 2.149
62 H 4.204 -0.042 1.966

Atom charges from the Mulliken analysis, given in e for atoms 1 to 8: atom 1 (O): -0.822, atom 2 (C): 0.399, atom 3 (O): -0.192, atom 4 (B): 1.762, atom 5 (O): -0.440, atom 6 (C): 0.515, atom 7 (O): -0.722, atom 8 (O): -0.999

---

Number 1: calculated total energy -1078.6699 Eh. Number 2: calculated total energy -694.1117 Eh. Number 3: calculated total energy -4991.5653 Eh. Number 4: calculated total energy -3096.6113 Eh. Number 5: calculated total energy -6124.9744 Eh. Number 6: calculated total energy -2476.3629 Eh.